[1]
The following is a DFT calculation (the ωB97M-V functional and the def2-TZVPD basis) of 27 unconnected molecules or ions with the total composition H54O27 at a distorted geometry.

```
81
H54O27 (the ωB97M-V functional and the def2-TZVPD basis)
O 2.392 -1.459 1.095
H 1.607 -1.180 0.623
H 2.500 -0.807 1.787
O 1.353 -4.655 -2.849
H 0.802 -5.270 -2.365
H 1.102 -3.793 -2.514
O -1.375 -1.513 5.277
H -1.948 -0.755 5.162
H -1.882 -2.117 5.819
O 0.809 -1.952 -2.359
H 0.516 -1.074 -2.115
H 1.747 -1.955 -2.166
O 2.245 3.143 1.260
H 2.769 3.581 0.590
H 2.145 3.797 1.952
O -0.586 3.516 -2.389
H -0.821 3.259 -1.498
H 0.287 3.899 -2.307
O -2.070 -0.106 -4.789
H -1.189 -0.314 -5.100
H -2.154 -0.590 -3.967
O -1.004 2.328 -5.082
H -1.531 1.538 -4.962
H -0.840 2.644 -4.193
O 0.292 -2.845 3.623
H -0.277 -3.434 3.128
H -0.309 -2.321 4.153
O 3.960 4.248 -1.224
H 4.574 4.717 -0.659
H 4.362 3.389 -1.354
O -2.343 1.453 3.987
H -2.241 2.282 3.520
H -3.078 1.600 4.582
O 1.621 4.938 -2.752
H 1.847 5.669 -3.326
H 2.412 4.786 -2.234
O -2.338 -4.169 -1.235
H -1.845 -4.985 -1.317
H -2.258 -3.932 -0.311
O -2.145 -1.820 -2.807
H -2.178 -1.323 -1.990
H -2.224 -2.734 -2.536
O -1.415 -0.624 1.772
H -1.173 -1.504 2.062
H -1.475 -0.114 2.580
O -5.705 -0.461 0.009
H -4.972 -0.233 -0.563
H -6.204 0.352 0.093
O 3.544 -2.037 -1.549
H 4.404 -2.154 -1.953
H 3.711 -1.492 -0.780
O -0.329 2.585 0.220
H 0.554 2.744 0.554
H -0.908 2.883 0.921
O 0.302 -2.352 -5.048
H 0.368 -2.407 -4.094
H 0.179 -3.258 -5.333
O 2.405 -4.348 0.455
H 2.765 -3.973 -0.349
H 1.941 -3.622 0.872
O -2.045 3.808 2.527
H -2.781 4.420 2.536
H -1.268 4.366 2.548
O -3.202 4.961 -2.408
H -2.319 4.595 -2.348
H -3.251 5.325 -3.292
O 0.314 0.052 -0.201
H 0.254 1.006 -0.235
H -0.269 -0.201 0.515
O 2.012 0.856 2.641
H 1.270 1.032 3.220
H 2.127 1.667 2.145
O 0.292 1.181 4.943
H 0.209 1.911 5.557
H -0.602 1.021 4.640
O -1.420 -3.927 1.666
H -2.232 -4.421 1.787
H -0.744 -4.598 1.567
O 4.697 -2.831 1.997
H 4.304 -3.330 2.713
H 3.955 -2.563 1.455
```

The value obtained for the HOMO energy is -9.06 eV. The LUMO energy is -1.1 eV. The maximum force is 1.509 eV/A. The value obtained for the energy relative to the best compared isomer or geometry (same formula, charge and spin) is 74.5 kcal per mole.

Results of the Mulliken charge analysis, in e, for atoms 1 through 8: number 1, O, carries -0.323; number 2, H, carries 0.161; number 3, H, carries 0.293; number 4, O, carries -0.596; number 5, H, carries 0.309; number 6, H, carries 0.414; number 7, O, carries -0.592; number 8, H, carries 0.280

=====

[2]
The following is a DFT calculation (the ωB97M-V functional and the def2-TZVPD basis) of 2 unconnected molecules or ions with the total composition C2H6ClN3 at a distorted geometry.

```
12
C2H6ClN3 (the ωB97M-V functional and the def2-TZVPD basis)
C -1.019 0.710 -0.109
C 0.667 -0.984 0.782
N -0.714 1.442 -1.124
N -2.151 0.979 0.651
N -0.316 -0.456 0.178
Cl 2.731 -0.701 -0.802
H 3.740 -1.076 -1.488
H 1.287 -0.521 1.558
H 0.902 -2.027 0.583
H 0.124 1.210 -1.623
H -2.921 1.079 -0.023
H -2.329 0.345 1.418
```

The value obtained for the HOMO energy is -8.74 eV. The LUMO energy is 0.5 eV. The maximum force is 2.197 eV/A. The value obtained for the energy relative to the best compared isomer or geometry (same formula, charge and spin) is 25.1 kcal per mole. Its structure (SMILES) is [H]/N=C(/N)N=C.Cl.

Results of the Mulliken charge analysis, in e, for atoms 1 through 8: number 1, C, carries 0.513; number 2, C, carries -0.587; number 3, N, carries -0.700; number 4, N, carries -0.483; number 5, N, carries -0.302; number 6, Cl, carries -0.226; number 7, H, carries 0.250; number 8, H, carries 0.409

=====

[3]
The following is a DFT calculation (the ωB97M-V functional and the def2-TZVPD basis) of C5H9NS in the gas phase at a distorted geometry.

```
16
C5H9NS (the ωB97M-V functional and the def2-TZVPD basis)
C -1.037 -0.656 0.572
C -1.668 0.646 0.281
C -0.557 1.663 -0.383
C 0.511 0.597 -0.571
C 0.398 -0.112 0.731
H -2.185 -1.773 -0.613
H -0.661 -2.400 -0.470
H -1.465 -0.989 1.511
H -2.076 1.146 1.163
H -2.545 0.718 -0.433
H -0.206 2.443 0.363
H -0.871 2.125 -1.330
H 0.191 -0.081 -1.400
H 0.477 0.682 1.458
N -1.190 -1.570 -0.606
S 1.987 -0.232 0.013
```

The value obtained for the HOMO energy is -8.53 eV. The LUMO energy is 1.0 eV. The maximum force is 4.963 eV/A. The value obtained for the energy relative to the best compared isomer or geometry (same formula, charge and spin) is 72.5 kcal per mole. Its structure (SMILES) is N[C@@H]1CC[C@H]2S[C@H]12.

Results of the Mulliken charge analysis, in e, for atoms 1 through 8: number 1, C, carries 0.047; number 2, C, carries -0.679; number 3, C, carries -0.696; number 4, C, carries -0.138; number 5, C, carries -0.228; number 6, H, carries 0.250; number 7, H, carries 0.214; number 8, H, carries 0.338

=====

[4]
The following is a DFT calculation (the ωB97M-V functional and the def2-TZVPD basis) of a molecular structure, C32H32I3N5O4Ru.

```
77
C32H32I3N5O4Ru (the ωB97M-V functional and the def2-TZVPD basis)
Ru 0.167 -1.567 -0.343
C -0.629 -3.095 3.614
C -0.486 -2.063 2.517
O 0.345 -2.366 1.588
C -1.218 -0.903 2.574
C -1.120 0.222 1.689
C -1.797 1.486 2.152
N -0.493 0.229 0.543
N -0.584 1.459 -0.111
C 0.460 1.815 -0.837
O 1.590 1.277 -0.915
C 0.230 3.101 -1.604
C 1.297 3.656 -2.299
C 1.139 4.834 -3.018
C -0.094 5.470 -3.050
C -1.167 4.917 -2.360
C -1.006 3.742 -1.643
H 0.269 -3.710 3.642
H -1.478 -3.747 3.394
H -0.795 -2.636 4.588
H -1.851 -0.767 3.441
H -2.366 1.299 3.061
H -2.446 1.877 1.368
H -1.058 2.267 2.343
H 2.245 3.135 -2.267
H 1.979 5.254 -3.559
H -0.221 6.387 -3.613
H -2.135 5.404 -2.388
H -1.833 3.293 -1.111
I 1.365 -6.519 -1.461
C -0.469 -5.593 -1.131
C -1.645 -6.353 -1.151
C -2.868 -5.767 -0.960
I -4.571 -6.981 -1.012
C -2.966 -4.372 -0.732
C -4.173 -3.653 -0.557
C -4.145 -2.304 -0.365
C -2.909 -1.636 -0.317
N -1.776 -2.276 -0.453
C -1.772 -3.625 -0.686
C -0.474 -4.221 -0.905
O 0.594 -3.493 -0.902
H -1.577 -7.418 -1.327
H -5.114 -4.186 -0.588
H -5.057 -1.736 -0.250
H -2.844 -0.567 -0.171
I -1.615 -0.162 -3.255
C 0.084 -1.207 -2.375
H 0.919 -0.586 -2.692
H 0.082 -2.141 -2.937
C 1.829 2.264 2.658
C 3.209 2.086 2.039
N 4.071 1.181 2.807
C 4.529 1.634 4.118
C 3.909 0.841 5.260
C 4.644 0.062 2.304
O 5.549 -0.538 2.874
C 4.095 -0.462 1.021
C 4.956 -0.890 0.020
C 4.419 -1.497 -1.101
C 3.045 -1.674 -1.171
N 2.230 -1.258 -0.204
C 2.744 -0.663 0.858
H 1.223 2.915 2.025
H 1.885 2.709 3.653
H 1.314 1.305 2.737
H 3.716 3.055 1.970
H 3.101 1.710 1.023
H 4.271 2.690 4.201
H 5.616 1.546 4.156
H 2.821 0.923 5.243
H 4.270 1.212 6.221
H 4.180 -0.210 5.172
H 6.025 -0.770 0.142
H 5.046 -1.852 -1.906
H 2.574 -2.170 -2.009
H 2.032 -0.372 1.619
```

The value obtained for the HOMO energy (alpha / beta) is -4.30 / -4.32 eV. The spin multiplicity is 2. As for the expectation value of S²: 0.7556. The LUMO energy (alpha / beta) is 2.0 / 1.9 eV. The charge is -1. The maximum force is 0.663 eV/A. The value obtained for the energy relative to the best compared isomer or geometry (same formula, charge and spin) is 0.0 kcal per mole.

Results of the Mulliken charge analysis, in e, for atoms 1 through 8: number 1, Ru, carries -0.473; number 2, C, carries -1.663; number 3, C, carries 0.926; number 4, O, carries -0.579; number 5, C, carries -1.683; number 6, C, carries 0.722; number 7, C, carries -1.303; number 8, N, carries 2.710

=====

[5]
The following is a DFT calculation (the ωB97M-V functional and the def2-TZVPD basis) of C5H11NO in the gas phase.

```
18
C5H11NO (the ωB97M-V functional and the def2-TZVPD basis)
C 2.709 0.649 0.195
O 1.500 0.978 -0.439
C 0.669 -0.136 -0.617
C -0.075 -0.592 0.661
N -1.213 0.207 0.233
C -2.563 -0.204 0.523
C -0.707 0.308 -1.132
H 3.271 1.578 0.314
H 3.297 -0.060 -0.408
H 2.548 0.205 1.190
H 1.181 -0.923 -1.188
H -0.282 -1.676 0.667
H 0.355 -0.310 1.631
H -3.001 0.460 1.278
H -2.631 -1.241 0.898
H -3.163 -0.150 -0.392
H -0.739 1.312 -1.573
H -1.157 -0.407 -1.841
```

The value obtained for the HOMO energy is -8.30 eV. The LUMO energy is 1.1 eV. The maximum force is 0.312 eV/A. The value obtained for the energy relative to the best compared isomer or geometry (same formula, charge and spin) is 58.6 kcal per mole. Its structure (SMILES) is COC1CN(C)C1.

Results of the Mulliken charge analysis, in e, for atoms 1 through 8: number 1, C, carries -0.700; number 2, O, carries -0.361; number 3, C, carries -0.048; number 4, C, carries -0.613; number 5, N, carries -0.088; number 6, C, carries -0.915; number 7, C, carries -0.668; number 8, H, carries 0.249

=====

[6]
The following is a DFT calculation (the ωB97M-V functional and the def2-TZVPD basis) of a molecular structure, C30H20Cl3N3O3Tc at a distorted geometry.

```
60
C30H20Cl3N3O3Tc (the ωB97M-V functional and the def2-TZVPD basis)
Tc -0.212 -1.150 0.974
Cl -0.519 1.026 7.765
C -0.940 0.500 6.211
C -2.037 1.065 5.515
C -2.223 0.750 4.193
C -1.338 -0.066 3.514
O -1.740 -0.530 2.312
C -0.219 -0.658 4.251
C 0.481 -1.752 3.751
N 0.846 -1.792 2.455
C 2.020 -2.426 2.048
C 2.966 -2.950 2.976
C 4.062 -3.633 2.461
C 4.233 -3.840 1.115
C 3.298 -3.293 0.164
C 3.356 -3.468 -1.196
C 2.383 -2.854 -1.999
C 1.258 -2.249 -1.451
N 1.226 -1.948 -0.111
C 2.237 -2.534 0.663
C -0.201 -0.505 5.624
H -2.646 1.748 6.080
H -3.068 1.191 3.617
H 0.904 -2.404 4.497
H 2.809 -2.686 3.980
H 4.827 -3.910 3.153
H 5.067 -4.455 0.710
H 4.137 -4.020 -1.716
H 2.453 -2.824 -3.070
H 0.326 -2.000 -2.012
H 0.518 -1.074 6.209
Cl 2.113 1.135 -1.325
C 1.364 1.004 -2.864
C 1.903 0.158 -3.831
C 1.255 0.045 -5.046
C 0.073 0.710 -5.338
C -0.378 1.658 -4.460
Cl -1.633 2.729 -5.072
C 0.172 1.758 -3.129
N -0.309 2.727 -2.257
C -1.627 3.036 -1.950
C -1.997 4.406 -1.809
C -3.182 4.838 -1.278
C -4.131 3.871 -0.961
C -3.841 2.532 -1.161
C -2.654 2.095 -1.689
C -2.442 0.599 -1.892
C -1.451 -0.020 -0.904
O -0.742 0.681 -0.108
O -1.302 -1.292 -0.822
H 2.880 -0.269 -3.708
H 1.658 -0.619 -5.842
H -0.429 0.608 -6.284
H 0.360 2.962 -1.492
H -1.313 5.111 -2.192
H -3.381 5.850 -1.074
H -5.118 4.174 -0.601
H -4.574 1.708 -0.861
H -2.077 0.392 -2.870
H -3.461 0.155 -1.862
```

The value obtained for the HOMO energy (alpha / beta) is -13.04 / -13.07 eV. The spin multiplicity is 4. As for the expectation value of S²: 3.8107. The LUMO energy (alpha / beta) is -6.8 / -9.1 eV. The charge is +2. The maximum force is 4.787 eV/A.

Results of the Mulliken charge analysis, in e, for atoms 1 through 8: number 1, Tc, carries 1.264; number 2, Cl, carries -0.167; number 3, C, carries 0.106; number 4, C, carries -0.485; number 5, C, carries -0.392; number 6, C, carries 0.698; number 7, O, carries -0.765; number 8, C, carries 0.481

=====

[7]
The following is a DFT calculation (the ωB97M-V functional and the def2-TZVPD basis) of 7 unconnected molecules or ions with the total composition C15H48NO13PS at a distorted geometry.

```
79
C15H48NO13PS (the ωB97M-V functional and the def2-TZVPD basis)
N 0.787 0.139 -1.751
C 1.315 1.115 -2.697
C 0.268 1.903 -3.506
O -0.363 1.117 -4.521
C -0.764 2.629 -2.560
P -2.422 1.710 -2.402
S -4.390 0.701 -2.309
H 0.051 0.516 -1.174
H 0.462 -0.690 -2.218
H 1.919 0.550 -3.419
H 1.939 1.844 -2.171
H 0.803 2.725 -4.025
H -0.979 1.713 -4.928
H -0.247 2.721 -1.587
H -0.925 3.643 -2.956
H -2.563 2.127 -1.044
H -1.822 0.433 -2.585
H -2.909 2.476 -3.512
H -4.319 -0.173 -3.359
C -2.934 3.952 0.934
C -4.005 4.274 1.956
O -3.591 3.808 3.240
O -2.693 2.547 0.913
H -3.239 4.264 -0.067
H -1.995 4.454 1.193
H -4.930 3.751 1.715
H -4.203 5.349 1.999
H -2.860 4.370 3.533
H -2.762 2.254 1.829
C -2.994 -2.788 -1.046
C -4.236 -3.560 -0.652
O -4.822 -2.954 0.501
O -2.071 -2.764 0.042
H -2.501 -3.246 -1.906
H -3.257 -1.755 -1.290
H -3.978 -4.582 -0.375
H -4.965 -3.583 -1.468
H -5.188 -2.108 0.228
H -2.605 -2.685 0.840
C 1.854 -4.465 -1.298
C 0.625 -5.259 -0.897
O 0.031 -4.670 0.258
O 2.771 -4.426 -0.216
H 2.352 -4.917 -2.157
H 1.578 -3.433 -1.548
H 0.907 -6.276 -0.621
H -0.107 -5.298 -1.710
H -0.360 -3.825 -0.011
H 2.230 -4.348 0.577
C -1.168 3.470 5.282
C -0.420 3.119 6.553
O -1.021 3.789 7.663
O -1.166 4.880 5.075
H -0.705 2.998 4.414
H -2.212 3.145 5.352
H 0.610 3.468 6.496
H -0.423 2.039 6.730
H -1.877 3.383 7.820
H -1.257 5.276 5.949
C 4.426 -6.014 3.835
C 4.147 -6.728 2.526
O 2.796 -7.199 2.514
O 4.191 -6.889 4.930
H 5.461 -5.675 3.884
H 3.760 -5.148 3.944
H 4.786 -7.604 2.429
H 4.312 -6.068 1.668
H 2.220 -6.434 2.445
H 3.424 -7.416 4.685
C 3.784 3.833 -3.857
C 4.843 3.624 -4.921
O 4.924 4.782 -5.755
O 2.527 4.102 -4.467
H 3.678 2.947 -3.230
H 4.045 4.690 -3.223
H 4.570 2.791 -5.568
H 5.821 3.423 -4.474
H 5.309 5.490 -5.233
H 2.721 4.643 -5.240
```

The value obtained for the HOMO energy is -8.45 eV. The LUMO energy is 0.4 eV. The maximum force is 1.786 eV/A. Its structure (SMILES) is NC[C@@H](O)C[PH3]S.OCCO.OCCO.OCCO.OCCO.OCCO.OCCO.

Results of the Mulliken charge analysis, in e, for atoms 1 through 8: number 1, N, carries -0.461; number 2, C, carries -1.059; number 3, C, carries 0.817; number 4, O, carries -0.623; number 5, C, carries -1.505; number 6, P, carries 0.506; number 7, S, carries -0.499; number 8, H, carries 0.177

=====

[8]
The following is a DFT calculation (the ωB97M-V functional and the def2-TZVPD basis) of a molecular structure, C20H30ClO2Ru at a distorted geometry.

```
54
C20H30ClO2Ru (the ωB97M-V functional and the def2-TZVPD basis)
O -0.196 0.216 -0.021
C 0.919 0.415 -0.934
C 0.256 1.599 -1.595
H 0.948 -0.451 -1.579
H 1.881 0.599 -0.444
C -0.963 1.268 -0.688
H 0.078 1.560 -2.664
H 0.755 2.507 -1.257
C -2.173 0.656 -1.365
H -1.842 -0.077 -2.117
H -2.777 1.429 -1.859
H -2.827 0.148 -0.633
C -1.258 2.462 0.185
H -0.313 2.898 0.519
H -1.868 2.233 1.058
H -1.787 3.195 -0.432
Ru 0.244 -0.540 2.512
C 1.007 1.502 4.050
C 1.708 0.273 3.765
C 2.200 0.377 2.384
H 2.024 -0.467 4.495
C 1.764 1.655 1.881
C 1.065 2.330 2.908
H 0.696 3.353 2.855
H 0.574 1.761 5.015
H 2.948 -0.277 1.948
H 2.068 2.075 0.923
C -1.263 -0.418 4.098
C -1.915 0.719 3.506
C -2.444 0.331 2.260
H -1.987 1.713 3.948
C -2.036 -1.007 1.978
C -1.450 -1.539 3.187
H -1.295 -2.583 3.415
H -0.874 -0.499 5.107
H -3.137 0.907 1.646
H -2.251 -1.579 1.080
O 0.055 -1.037 -3.133
C -0.181 -0.332 -4.384
C 0.432 -1.117 -5.549
H 0.289 0.669 -4.355
H -1.266 -0.173 -4.473
C 1.331 -2.181 -4.871
H 1.019 -0.446 -6.181
H -0.374 -1.566 -6.135
C 1.078 -2.033 -3.357
H 2.387 -1.995 -5.096
H 1.052 -3.191 -5.189
H 1.993 -1.707 -2.838
H 0.742 -2.971 -2.902
Cl 1.415 -3.065 3.775
C 1.088 -2.328 2.195
H 2.060 -2.273 1.691
H 0.399 -2.999 1.668
```

The value obtained for the HOMO energy (alpha / beta) is -10.52 / -12.16 eV. The spin multiplicity is 5. As for the expectation value of S²: 6.0460. The LUMO energy (alpha / beta) is -3.2 / -5.5 eV. The charge is +1. The maximum force is 3.405 eV/A. The value obtained for the energy relative to the best compared isomer or geometry (same formula, charge and spin) is 0.0 kcal per mole.

Results of the Mulliken charge analysis, in e, for atoms 1 through 8: number 1, O, carries 0.035; number 2, C, carries 0.895; number 3, C, carries -0.925; number 4, H, carries -0.934; number 5, H, carries 0.428; number 6, C, carries 1.618; number 7, H, carries 0.082; number 8, H, carries 0.397

=====

- Look up the maximum force of the seventh one.
  1.786 eV/A

=====

- Which formula does entry 7 have?
  C15H48NO13PS

=====

- maximum force of number 3 (C5H9NS)?
  4.963 eV/A